C3H35O14 | the ωB97M-V functional and the def2-TZVPD basis

```
52
Properties=species:S:1:pos:R:3:forces:R:3
O -4.745 -18.366 -13.156 0.29 0.22 0.06
H -4.176 -18.135 -12.409 -0.04 -0.14 0.03
H -4.943 -17.556 -13.757 -0.86 0.21 -0.93
H -5.594 -18.837 -12.869 -0.29 0.00 0.11
O -6.423 -14.472 -13.209 0.01 0.64 0.43
H -5.932 -15.239 -13.758 -0.03 -1.98 -1.87
H -7.375 -14.579 -13.380 0.06 0.05 0.24
H -6.209 -14.519 -12.262 -0.28 0.13 -0.01
C -6.114 -16.775 -17.072 -0.20 -0.85 -0.72
C -6.734 -16.668 -15.685 -0.15 0.23 -0.41
C -7.620 -17.873 -15.410 0.05 -0.33 -0.60
O -5.761 -16.428 -14.704 0.87 0.83 2.06
H -6.864 -16.802 -17.873 -0.22 0.42 0.24
H -5.642 -17.751 -17.228 0.43 0.15 0.44
H -5.405 -15.991 -17.323 0.04 0.03 0.20
H -7.434 -15.809 -15.721 0.07 0.09 0.08
H -7.133 -18.849 -15.451 0.49 0.25 0.31
H -8.355 -17.965 -16.215 -0.29 0.28 0.24
H -8.120 -17.760 -14.456 0.04 0.31 0.06
O -4.346 -15.306 -19.822 -0.15 -0.01 0.13
H -3.616 -15.904 -19.640 0.06 0.06 -0.07
H -4.365 -14.706 -19.068 0.11 0.04 -0.05
O -6.971 -19.508 -12.399 0.33 0.04 0.30
H -7.034 -20.460 -12.243 0.02 -0.04 -0.31
H -7.787 -19.140 -12.037 -0.02 0.03 -0.10
O -8.991 -19.207 -18.737 0.00 0.16 0.22
H -9.883 -19.545 -18.876 0.04 -0.01 -0.12
H -9.111 -18.258 -18.610 -0.03 -0.01 -0.08
O -10.085 -21.286 -16.005 0.21 -0.01 -0.18
H -10.109 -20.337 -16.180 -0.04 -0.01 0.11
H -10.054 -21.700 -16.875 -0.10 -0.04 0.04
O -2.800 -18.659 -17.629 0.29 0.15 0.04
H -1.982 -18.564 -17.126 0.03 -0.05 -0.07
H -2.729 -18.010 -18.334 -0.08 -0.06 -0.05
O -9.807 -19.340 -13.560 0.09 -0.01 0.28
H -9.443 -20.233 -13.644 -0.01 0.03 -0.14
H -9.089 -18.764 -13.849 -0.30 -0.41 -0.08
O -6.625 -20.447 -17.252 -0.07 -0.08 -0.07
H -7.100 -19.784 -17.772 -0.11 -0.13 0.02
H -6.781 -21.275 -17.720 0.08 0.01 -0.02
O -7.597 -21.522 -14.548 0.00 0.03 0.23
H -8.247 -21.592 -15.265 -0.12 0.04 0.12
H -6.852 -21.058 -14.942 -0.04 -0.04 -0.12
O -4.871 -13.578 -16.124 -0.08 -0.07 0.04
H -5.646 -13.390 -16.663 0.02 0.07 0.02
H -5.026 -14.458 -15.758 0.05 -0.18 -0.06
O -9.441 -14.944 -18.462 0.07 -0.26 0.08
H -9.230 -15.275 -19.341 -0.02 0.15 -0.04
H -8.594 -14.678 -18.090 0.01 0.03 -0.08
O -4.247 -19.946 -15.640 0.06 0.11 0.37
H -3.808 -19.499 -16.383 -0.31 -0.15 0.06
H -5.048 -20.327 -16.015 0.08 0.06 -0.38
```
Positions in Å, forces in eV/Å.

Calculated values
net charge = +1
HOMO energy = -12.750 eV
2S+1 = 1
ΔE to the lowest compared entry with this formula, charge and spin = 16.0 kcal/mol

Results of the Löwdin charge analysis, in e, for atoms 1 through 2:
1. O 0.207
2. H 0.158



C3H38NO17 | the ωB97M-V functional and the def2-TZVPD basis

```
59
Properties=species:S:1:pos:R:3:forces:R:3
O -2.072 -1.297 -0.658 0.18 -0.04 -0.20
C -1.021 -0.414 -0.939 0.45 -0.12 -0.20
O -0.902 -0.181 -2.311 -0.19 -0.15 0.04
C -1.210 0.954 -0.228 -0.42 -0.30 0.14
C -2.633 1.460 -0.278 -0.05 0.51 0.06
N -0.764 0.832 1.187 0.18 0.00 0.18
H -2.123 -1.588 -3.233 -0.24 -0.24 -0.04
H -0.548 1.674 -0.703 0.10 -0.11 0.07
H -2.989 1.475 -1.300 -0.11 -0.18 -0.22
H -3.309 0.864 0.334 0.04 -0.10 -0.05
H -2.693 2.496 0.066 0.13 -0.10 0.10
H -1.353 0.214 1.751 -0.09 -0.30 0.02
H -0.746 1.735 1.648 0.02 0.56 0.03
H 0.209 0.497 1.244 0.07 -0.13 0.07
H -3.930 -0.838 -1.173 -0.69 0.16 -0.10
H -5.503 -0.944 -1.320 0.45 0.08 -0.09
O -4.682 -0.727 -1.790 0.14 -0.24 0.21
H 2.333 0.326 2.621 -0.08 0.14 -0.41
H 2.608 0.849 1.096 0.07 -0.21 0.47
O 2.105 0.232 1.675 -0.12 0.01 0.13
H 2.172 -1.398 1.172 0.27 -0.15 -0.07
H 3.027 -2.720 1.059 -0.10 0.05 0.02
O 2.180 -2.325 0.814 0.02 0.13 0.05
H 2.888 2.118 -0.841 0.30 0.13 -0.03
H 4.372 1.734 -0.463 -0.64 -0.17 0.00
O 3.448 1.419 -0.435 0.40 0.21 0.07
H 2.166 4.177 -1.896 -0.16 -0.20 -0.01
H 1.169 2.947 -2.064 0.17 0.37 -0.32
O 1.849 3.368 -1.475 -0.11 -0.16 0.14
H 0.204 2.311 -4.065 -0.01 -0.13 -0.09
H -0.315 1.433 -2.866 -0.01 0.30 -0.39
O 0.001 2.329 -3.127 -0.05 -0.19 0.49
H -2.243 -1.915 -1.483 0.18 0.53 0.50
H -3.532 -2.096 -2.899 -0.45 0.10 -0.08
O -2.604 -2.353 -2.861 0.52 0.00 -0.29
H 1.147 -1.883 -3.758 0.17 -0.01 -0.07
H 0.209 -1.879 -0.418 -0.14 -0.57 -0.12
O 0.179 -0.925 -0.430 0.17 0.63 0.11
H 0.188 0.629 4.518 -0.32 0.29 0.07
H -0.829 1.511 5.285 -0.03 0.01 -0.02
O -0.564 1.253 4.398 0.28 -0.26 -0.26
H -0.033 -0.607 -2.728 -0.30 0.17 0.43
H 1.934 -0.986 -2.704 -0.07 -0.27 -0.14
O 1.186 -0.997 -3.382 0.01 0.03 -0.02
H 1.066 -2.609 2.254 0.16 -0.34 -0.06
H -0.339 -2.346 2.753 -0.36 -0.01 0.03
O 0.533 -2.628 3.063 0.21 0.16 0.11
H -2.006 -1.768 1.090 -0.14 -0.17 0.40
H -2.609 -2.186 2.492 0.28 0.26 -0.26
O -1.875 -1.712 2.065 -0.43 -0.06 -0.22
H 0.719 4.074 1.547 -0.04 -0.27 -0.19
H 0.995 3.424 0.151 -0.15 0.13 0.53
O 0.572 3.271 1.027 0.15 0.22 -0.26
H 1.162 -1.346 3.974 0.02 -0.20 0.21
H 1.970 -0.886 5.246 -0.05 -0.04 -0.07
O 1.536 -0.564 4.450 0.18 0.24 -0.21
H 2.644 -1.560 -0.790 0.12 -0.10 -0.23
H 3.182 -0.184 -1.216 0.11 -0.44 -0.24
O 3.031 -1.097 -1.558 -0.01 0.55 0.28
```
Positions in Å, forces in eV/Å.

Calculated values
net charge = +1
HOMO energy = -13.495 eV
2S+1 = 1
ΔE to the lowest compared entry with this formula, charge and spin = 0.0 kcal/mol

Results of the Löwdin charge analysis, in e, for atoms 1 through 2:
1. O -0.030
2. C -0.601



C3H39N2O14S | the ωB97M-V functional and the def2-TZVPD basis

```
59
Properties=species:S:1:pos:R:3:forces:R:3
N 1.484 -1.134 -0.009 0.76 -1.40 0.45
C 0.955 -2.079 1.030 0.98 1.71 -1.10
C 1.836 -3.282 1.402 2.45 0.72 -1.22
S 2.826 -4.007 -0.031 -0.89 0.48 0.26
C 0.718 -1.273 2.314 0.49 0.67 1.04
N -0.793 -1.131 2.463 -0.17 -0.87 3.07
H -1.345 -2.031 2.736 1.65 0.81 -0.66
H 2.279 -0.635 0.376 -0.14 0.14 -0.42
H 0.853 -0.534 -0.546 -0.19 -0.19 0.67
H 0.054 -2.461 0.556 -0.22 -0.09 0.50
H 2.619 -3.127 2.196 -0.85 0.41 -0.77
H 1.192 -4.012 1.782 -0.96 -1.31 0.47
H 2.373 -3.154 -0.998 0.16 -0.23 0.62
H 1.262 -0.216 2.199 -1.78 -2.41 0.51
H 1.177 -1.804 3.222 -1.04 0.87 -1.09
H -1.220 -1.017 1.542 -0.58 1.53 -0.29
H -1.121 -0.469 3.225 0.64 -0.29 -1.80
H 3.534 0.719 -3.132 0.15 1.07 2.26
H 4.681 1.145 -2.134 -2.61 0.16 -0.12
O 3.657 1.174 -2.222 2.42 -1.21 -2.16
H -1.684 -4.287 2.000 -0.49 0.93 0.24
H -2.014 -3.312 0.925 -0.02 0.33 -0.88
O -2.018 -3.365 1.886 0.31 -1.84 0.41
H -4.356 1.336 -2.400 0.66 -0.50 0.19
H -3.136 1.424 -1.446 -0.44 -0.47 -0.28
O -3.554 0.846 -2.126 -0.34 1.66 0.06
H -1.971 -2.555 -1.499 0.03 0.11 -0.48
H -0.517 -3.184 -1.369 -0.03 0.09 -0.24
O -1.418 -3.217 -1.042 0.11 -0.46 0.95
H -2.614 -0.686 -0.137 -0.10 -0.17 -1.02
H -1.990 0.666 0.351 -0.29 -0.30 -0.35
O -2.457 -0.143 0.624 0.29 -0.05 1.25
H 0.085 -1.574 -3.806 4.04 -2.79 -1.62
H -1.136 -0.863 -4.324 -0.61 0.06 -1.23
O -0.620 -1.092 -3.576 -3.46 2.56 2.53
H -3.117 -0.732 -2.285 -0.92 1.28 0.03
H -4.027 -1.959 -1.793 -1.74 0.15 0.40
O -3.205 -1.660 -2.110 2.30 -1.84 -0.38
H 2.347 4.223 1.535 1.07 -1.23 -0.46
H 3.393 3.303 0.829 3.46 0.66 -3.34
O 2.763 3.322 1.457 -3.81 1.26 3.79
H 0.910 2.272 1.961 -2.30 -0.10 -1.26
H 0.612 2.939 0.664 -1.63 -0.87 1.27
O 0.078 2.455 1.364 3.47 0.62 0.30
H 1.708 2.224 3.677 -0.56 0.82 0.95
H 2.918 1.677 3.119 4.07 0.66 -0.44
O 2.034 1.515 3.151 -3.56 -1.66 0.29
H -2.788 2.692 1.029 -0.53 0.20 2.60
H -1.963 2.978 -0.132 0.12 -0.13 -0.37
O -2.774 2.510 0.127 0.45 0.12 -2.28
H 2.117 2.605 -0.400 1.61 -4.11 5.20
H 2.302 2.695 -1.825 0.69 -0.81 -1.42
O 1.925 3.113 -1.077 -1.50 4.67 -3.94
H -0.656 0.111 -2.323 0.15 0.27 0.22
H -0.596 1.602 -1.653 0.18 -2.49 0.29
O -0.523 0.587 -1.480 -0.20 2.23 -0.33
H -0.830 4.111 -1.626 -0.98 2.78 -1.58
H 0.320 3.417 -1.010 3.14 0.25 0.15
O -0.567 3.336 -1.230 -2.92 -2.46 0.51
```
Positions in Å, forces in eV/Å.

Calculated values
net charge = +1
HOMO energy = -11.063 eV
2S+1 = 1
ΔE to the lowest compared entry with this formula, charge and spin = 19.1 kcal/mol

Results of the Löwdin charge analysis, in e, for atoms 1 through 2:
1. N 0.036
2. C -0.438



C3H39NO16 | the ωB97M-V functional and the def2-TZVPD basis

```
59
Properties=species:S:1:pos:R:3:forces:R:3
N 1.147 -2.172 1.946 -1.86 -1.32 1.76
C 0.375 -1.443 3.044 1.82 0.67 -2.37
C 1.735 0.602 3.139 -1.00 -0.68 -0.48
C 0.598 0.032 2.735 0.12 -0.26 2.22
H 2.078 -1.806 1.956 0.33 0.15 -0.30
H 0.704 -1.965 1.062 0.46 0.40 0.10
H 0.881 -1.699 3.971 -0.39 -0.04 0.22
H -0.695 -1.628 3.061 0.02 -0.59 -0.04
H 1.776 1.683 3.090 0.93 -0.11 -0.01
H 2.483 -0.135 3.499 -0.08 1.32 0.07
H -0.253 0.580 2.363 0.11 0.60 0.52
H -2.999 1.913 -2.741 0.00 -0.94 0.50
H -4.269 1.665 -1.774 0.66 -0.85 -0.13
O -3.823 2.228 -2.392 -1.27 3.00 -0.98
H 1.121 0.909 -0.210 0.17 0.44 0.22
H 1.274 1.075 -1.643 0.37 -0.27 -0.30
O 1.687 1.400 -0.837 -0.95 -0.67 0.46
H -3.793 -1.410 0.869 -0.68 0.65 0.98
H -3.577 -0.102 1.940 -1.49 -0.03 0.32
O -3.270 -0.709 1.277 2.01 -0.89 -1.29
H 3.180 4.000 -1.361 -0.23 -0.17 -0.04
H 3.180 2.668 -0.605 -0.10 0.46 -0.11
O 3.525 3.576 -0.570 0.30 -0.14 0.14
H 1.556 -4.016 0.054 0.04 -0.63 -0.31
H 2.018 -5.034 -1.095 -0.45 0.26 0.09
O 2.300 -4.482 -0.363 0.50 0.36 0.36
H 1.986 3.238 -3.760 -0.09 0.04 0.31
H 1.282 2.356 -2.768 0.25 0.26 -0.14
O 1.556 3.267 -2.894 -0.75 0.74 -0.31
H 0.330 3.579 -1.040 -0.25 -0.15 0.08
H 0.496 4.402 0.177 -0.08 -0.01 0.41
O -0.101 3.739 -0.184 0.30 0.13 -0.51
H -4.127 1.109 3.828 -0.36 0.05 -0.18
H -4.284 2.015 2.629 -0.08 0.05 -0.09
O -4.687 1.245 3.045 0.62 -0.15 0.32
H 3.687 1.004 -3.868 0.74 0.11 -0.05
H 4.198 2.310 -3.075 0.44 -0.30 -0.21
O 3.476 1.705 -3.251 -0.61 -0.43 0.04
H -1.538 -3.569 -0.109 -0.25 0.01 -0.16
H -1.629 -3.443 -1.617 -0.11 -0.01 -0.20
O -2.179 -3.395 -0.832 0.29 0.23 0.36
H -0.588 0.182 0.956 -0.70 0.04 0.04
H -1.272 -1.123 0.472 -0.46 0.38 0.09
O -0.483 -0.578 0.393 0.45 -0.38 -1.40
H -0.982 -5.130 1.099 0.05 -0.04 0.66
H -0.263 -3.954 1.965 0.14 -0.29 0.06
O -0.429 -4.345 1.097 -0.12 0.21 -0.83
H 2.616 -0.070 -0.335 0.04 -0.18 -0.10
H 3.483 -1.319 -0.474 -0.53 -0.02 0.30
O 2.615 -1.022 -0.140 1.06 -0.32 -0.53
H -1.270 2.344 0.567 0.46 -0.24 0.21
H -2.523 2.855 0.988 -0.31 -0.37 0.38
O -1.996 2.054 1.152 -0.11 0.87 -0.68
H 1.685 -2.139 -1.806 0.19 -0.06 -0.30
H 0.514 -2.495 -2.687 -0.10 0.03 -0.20
O 1.469 -2.394 -2.725 -0.07 0.22 0.54
H -2.744 0.662 -0.522 0.17 0.19 0.15
H -2.894 -0.629 -1.235 0.16 -0.17 -0.23
O -2.812 0.313 -1.420 0.29 -1.17 0.54
```
Positions in Å, forces in eV/Å.

Calculated values
HOMO energy = -8.721 eV
2S+1 = 1
ΔE to the lowest compared entry with this formula, charge and spin = 86.6 kcal/mol

Results of the Löwdin charge analysis, in e, for atoms 1 through 2:
1. N -0.006
2. C -0.214



C3H3AgLiO2 | the ωB97M-V functional and the def2-TZVPD basis

```
10
Properties=species:S:1:pos:R:3:forces:R:3
O -0.177 0.205 0.299 2.51 2.25 0.50
C -1.230 -0.490 -0.082 -1.63 -1.69 0.16
C -1.509 -1.720 0.399 -0.22 0.74 -0.07
Li 1.132 0.351 -0.924 -0.39 -0.39 0.07
H -1.884 -0.031 -0.841 0.19 -0.13 0.25
H -2.398 -2.247 0.051 0.37 0.10 0.04
H -0.925 -2.147 1.220 -0.16 0.11 -0.42
O 3.399 2.336 -0.589 0.12 -0.06 -0.27
C 3.227 1.668 -1.477 -0.15 0.10 0.38
Ag 0.366 2.076 1.943 -0.63 -1.02 -0.64
```
Positions in Å, forces in eV/Å.

Calculated values
net charge = +1
HOMO energy = -11.526 eV
2S+1 = 1
ΔE to the lowest compared entry with this formula, charge and spin = 16.4 kcal/mol

Results of the Löwdin charge analysis, in e, for atoms 1 through 2:
1. O -0.436
2. C -0.462



C3H3AgLiO3 | the ωB97M-V functional and the def2-TZVPD basis

```
11
Properties=species:S:1:pos:R:3:forces:R:3
O -1.920 0.538 -0.246 -1.84 0.19 0.63
C -1.228 0.492 -1.303 4.12 -1.42 0.38
C -0.091 -0.392 -1.426 -2.78 1.41 -1.02
H -1.342 1.277 -2.071 -0.25 0.07 0.28
H 0.667 -0.123 -2.165 -0.40 -0.56 -0.19
H -0.321 -1.435 -1.173 0.71 0.41 0.38
Ag -1.374 0.030 1.893 -0.05 -0.47 -0.80
O 1.670 -0.498 0.522 -1.59 5.43 5.69
C 1.227 0.398 1.346 -0.09 -1.16 -0.13
O 0.900 1.285 2.166 2.52 -3.83 -4.81
Li 1.813 -1.573 2.458 -0.36 -0.06 -0.42
```
Positions in Å, forces in eV/Å.

Calculated values
⟨S²⟩ = 0.7551
HOMO energy (alpha / beta) = -5.971 / -5.992 eV
2S+1 = 2
ΔE to the lowest compared entry with this formula, charge and spin = 73.9 kcal/mol

Results of the Löwdin charge analysis, in e, for atoms 1 through 2:
1. O -0.294
2. C -0.447